{
  "formula": "C17H43N2O8P2",
  "method": "ωB97M-V with the def2-TZVPD basis set",
  "e_above_lowest_kj_mol": 449.3,
  "total_charge": -1,
  "homo_ev": -1.6,
  "elements": ["H", "H", "H", "H", "O", "H", "O", "H", "H", "H", "H", "C", "C", "H", "P", "N", "O", "H", "C", "H", "C", "C", "H", "C", "H", "H", "H", "H", "C", "C", "H", "H", "C", "H", "N", "P", "H", "H", "H", "H", "H", "C", "C", "H", "H", "H", "C", "H", "H", "H", "O", "H", "H", "H", "H", "H", "H", "H", "O", "C", "O", "C", "C", "O", "H", "H", "H", "C", "H", "H", "C", "O"],
  "coordinates": [[-2.697, -4.230, 3.470], [-0.041, -6.854, 0.671], [-0.851, -5.175, 2.798], [-4.748, -6.527, 4.684], [1.967, 4.617, -2.068], [0.030, 4.118, -1.714], [-2.979, -0.699, -1.673], [1.019, 1.228, 0.241], [-3.299, 1.737, -1.569], [-1.412, 2.257, 1.805], [0.149, 3.085, 1.645], [-3.735, -4.782, 3.618], [-0.060, 1.342, 0.380], [-1.075, -8.228, 1.581], [-1.867, -0.348, -0.654], [-2.838, -7.264, 3.964], [-0.624, 0.044, 0.484], [-5.702, 2.001, -0.920], [6.114, 5.142, -0.738], [-0.910, -8.200, 4.080], [-3.634, -6.122, 4.556], [-0.254, -3.118, 0.276], [2.225, 2.068, -1.132], [-1.344, -7.088, 4.120], [-3.436, 2.654, -0.071], [-5.253, 0.287, -0.781], [-3.286, -5.810, 5.632], [-2.748, -5.895, 1.224], [0.972, 3.617, -1.962], [-1.703, -2.921, -0.112], [4.041, 7.887, -5.597], [-1.839, -3.032, -1.192], [-5.065, 1.291, -0.386], [4.709, 5.584, -4.881], [-2.197, -6.581, 0.662], [3.302, 4.287, -2.991], [0.019, 1.546, 2.532], [5.484, 6.795, -3.864], [5.716, 5.153, 0.283], [-1.935, -6.178, -0.269], [-4.242, -5.052, 2.578], [4.517, 6.364, -4.136], [5.531, 3.988, -1.531], [0.392, -2.420, -0.268], [0.834, 3.105, -2.919], [-0.104, -2.931, 1.344], [-3.602, 1.669, -0.518], [7.205, 5.073, -0.692], [5.889, 4.003, -2.565], [0.074, -4.136, 0.045], [2.574, 4.489, -4.343], [-3.070, -8.095, 4.587], [3.471, 8.243, -3.950], [0.525, -6.448, 2.985], [-0.459, 1.876, -0.489], [1.541, 3.156, 0.073], [-5.362, 1.274, 0.668], [5.833, 3.038, -1.082], [3.937, 5.825, -2.959], [-0.653, -6.352, 2.818], [4.114, 4.061, -1.480], [1.327, 2.636, -0.867], [-0.338, 2.106, 1.661], [-2.159, -1.654, 0.322], [0.511, 1.926, -0.702], [-4.487, -4.017, 4.142], [5.848, 6.105, -1.187], [3.614, 7.449, -4.691], [2.620, 7.057, -4.927], [-2.321, -3.678, 0.381], [-0.962, -7.081, 1.378], [-2.807, 0.733, 0.192]]
}

{
  "formula": "C17H44N4O8S",
  "method": "ωB97M-V with the def2-TZVPD basis set",
  "smiles": "O=C(O)NCCCCS(=O)(=O)O.COC[C@@H](C)N.COC[C@@H](C)N.COC[C@@H](C)N",
  "homo_ev": -9.2,
  "elements": ["C", "H", "C", "O", "O", "O", "H", "H", "C", "H", "H", "N", "C", "S", "C", "C", "O", "C", "H", "C", "N", "O", "H", "H", "H", "H", "C", "H", "H", "H", "N", "C", "H", "H", "O", "C", "H", "H", "H", "H", "H", "H", "C", "H", "C", "H", "H", "H", "H", "C", "H", "H", "H", "C", "O", "C", "N", "H", "H", "H", "H", "H", "H", "C", "H", "H", "O", "H", "H", "H", "H", "H", "H", "H"],
  "coordinates": [[0.132, -3.824, -4.310], [-2.882, 4.958, 1.978], [-2.978, 1.441, -3.036], [0.458, -3.141, -3.116], [-2.677, 1.432, -1.653], [4.902, -2.826, -0.191], [-2.125, 6.443, 2.378], [-0.471, 4.658, 2.242], [1.803, -3.262, -2.692], [-0.399, 2.301, -1.444], [-0.091, 1.697, 0.009], [-1.125, 3.570, 3.917], [-1.057, 4.805, 3.137], [-5.584, 4.281, 3.174], [-4.259, 4.571, 4.326], [1.052, -6.184, -3.924], [-6.332, 3.178, 3.675], [-2.382, 5.471, 2.788], [1.933, -4.137, -2.052], [-0.487, 0.288, -1.407], [-1.122, -5.556, -3.032], [-6.293, 5.505, 2.978], [5.216, -0.640, 3.405], [5.026, -4.344, 1.230], [-0.663, -5.648, -5.057], [-1.475, 3.707, 4.849], [-1.687, 2.434, 3.371], [3.520, -0.455, 1.756], [2.496, -3.310, -3.537], [3.204, -1.765, -0.164], [5.277, -0.104, 0.703], [-3.313, 5.718, 3.979], [-0.226, 0.858, -3.500], [-2.689, 5.877, 4.853], [-1.808, 2.393, 2.015], [5.124, -1.473, 2.709], [-0.748, -5.103, -2.203], [4.575, -2.272, 3.211], [0.917, -3.670, -5.062], [-2.154, 1.859, -3.620], [-1.989, -5.058, -3.216], [-4.651, 4.548, 1.289], [5.645, -3.811, 0.502], [4.766, 0.280, -0.087], [3.901, -2.177, 0.570], [0.801, -7.234, -4.071], [6.013, -0.660, 0.275], [-0.070, -0.509, -0.784], [-0.490, 5.505, 3.740], [-2.005, 0.273, -1.189], [2.039, -2.380, -2.098], [-3.884, 6.620, 3.801], [6.010, -4.526, -0.235], [-0.184, -5.315, -4.131], [-4.940, 3.782, 1.803], [-0.068, 0.001, -2.844], [0.112, 1.556, -0.978], [-2.596, 2.851, 1.713], [-3.761, 3.627, 4.513], [-2.191, 0.244, -0.113], [-3.217, 0.439, -3.402], [-0.769, -3.331, -4.687], [-2.461, -0.630, -1.616], [4.404, -1.019, 1.443], [-0.613, -0.850, -3.249], [3.339, -2.909, 1.165], [-2.048, 1.500, 4.071], [-4.786, 4.827, 5.236], [6.133, -1.829, 2.500], [1.454, -6.089, -2.915], [0.994, -0.238, -2.883], [-3.849, 2.081, -3.179], [1.841, -5.924, -4.633], [6.512, -3.376, 1.005]]
}

Values for energy, eV, ordered as above
-56253.3249 -51516.5628